Entry 1:
{
  "formula": "C3H13NO2",
  "method": "the ωB97M-V functional and the def2-TZVPD basis",
  "smiles": "CC(C)N.O.O",
  "de_lowest_kj_mol": 150.4,
  "gap_ev": 9.987,
  "homo_energy_ev": -9.30,
  "e_lumo_ev": 0.686,
  "elements": ["C", "C", "C", "N", "H", "H", "H", "H", "H", "H", "H", "H", "H", "O", "H", "H", "O", "H", "H"],
  "coordinates": [[0.306, -1.580, 0.646], [1.344, -0.498, 0.875], [1.901, -0.118, -0.616], [0.734, 0.647, 1.541], [0.631, -2.334, -0.040], [0.070, -2.109, 1.621], [-0.636, -1.080, 0.199], [2.286, -0.900, 1.403], [2.416, 0.852, -0.389], [2.590, -0.744, -1.074], [1.220, 0.249, -1.327], [-0.238, 0.738, 1.498], [1.114, 1.551, 1.126], [-2.959, 1.858, 1.901], [-3.368, 1.014, 1.964], [-2.003, 1.868, 1.840], [-0.719, -0.602, -3.731], [-0.627, 0.360, -3.788], [-0.468, -0.864, -4.606]],
  "forces_ev_per_a": [[-1.7, 0.3, 1.5], [0.9, -0.6, -2.7], [0.1, 3.1, 3.8], [3.2, 1.9, -0.5], [0.3, -0.4, -0.5], [-0.1, 0.6, -1.1], [1.3, -0.9, 0.8], [-1.6, 0.7, -0.3], [0.4, -0.7, -0.3], [1.2, -1.6, -0.5], [-1.7, -0.2, -0.8], [-1.6, -0.6, -0.4], [-0.5, -1.6, 0.9], [-0.2, 2.0, -0.1], [0.3, -1.2, 0.0], [-0.2, -0.7, 0.1], [-0.1, 0.8, 0.5], [-0.1, -0.2, 0.3], [0.2, -0.6, -0.8]]
}

***

Entry 2:
{
  "formula": "C3H13NO2",
  "method": "the ωB97M-V functional and the def2-TZVPD basis",
  "smiles": "CCCN.O.O",
  "de_lowest_kj_mol": 68.5,
  "gap_ev": 9.845,
  "homo_energy_ev": -9.19,
  "e_lumo_ev": 0.653,
  "elements": ["C", "C", "C", "N", "H", "H", "H", "H", "H", "H", "H", "H", "H", "O", "H", "H", "O", "H", "H"],
  "coordinates": [[0.081, -1.446, -1.168], [-0.737, -0.177, -0.976], [-1.413, -0.142, 0.402], [-2.172, 1.062, 0.695], [0.714, -1.650, -0.303], [-0.473, -2.378, -1.286], [0.786, -1.308, -1.989], [-1.491, -0.035, -1.746], [0.014, 0.614, -0.995], [-2.094, -0.997, 0.491], [-0.655, -0.324, 1.166], [-1.603, 1.813, 1.032], [-2.601, 1.437, -0.148], [2.165, -0.687, 1.664], [2.718, -0.963, 2.375], [1.970, -1.503, 1.181], [1.919, 2.202, -0.326], [1.291, 2.908, -0.410], [1.582, 1.574, 0.344]],
  "forces_ev_per_a": [[0.4, -0.4, -0.1], [0.5, -0.3, 1.0], [-0.1, -0.5, -0.3], [-0.4, 0.2, -0.3], [-0.1, 0.3, 0.2], [-0.3, 0.2, -0.3], [-0.2, -0.3, -0.2], [0.1, 0.1, -0.2], [-0.4, 0.4, -0.3], [0.0, 0.0, -0.1], [0.0, 0.3, 0.1], [0.5, 0.2, 0.3], [-0.1, -0.3, 0.1], [-0.8, 0.0, -1.0], [0.7, -0.2, 0.9], [0.1, 0.3, 0.1], [0.4, -1.0, 0.4], [-0.5, 0.4, 0.1], [0.2, 0.6, -0.4]]
}

***

Entry 3:
{
  "formula": "C3H13NO2",
  "method": "the ωB97M-V functional and the def2-TZVPD basis",
  "smiles": "CN(C)C.O.O",
  "de_lowest_kj_mol": 112.9,
  "gap_ev": 9.828,
  "homo_energy_ev": -9.16,
  "e_lumo_ev": 0.665,
  "elements": ["C", "N", "C", "C", "H", "H", "H", "H", "H", "H", "H", "H", "H", "O", "H", "H", "O", "H", "H"],
  "coordinates": [[1.942, 0.077, 0.084], [0.792, 0.355, -0.788], [0.199, 1.631, -0.298], [1.162, 0.488, -2.199], [1.593, 0.138, 1.119], [2.779, 0.759, -0.040], [2.140, -0.987, -0.026], [-0.596, 1.921, -0.986], [-0.329, 1.376, 0.620], [0.943, 2.421, -0.203], [0.282, 0.737, -2.781], [1.489, -0.521, -2.483], [2.016, 1.152, -2.342], [-4.211, -1.847, 1.860], [-3.255, -2.067, 1.802], [-4.212, -0.951, 2.191], [-1.192, -1.628, 1.736], [-0.516, -2.249, 1.479], [-1.027, -0.806, 1.256]],
  "forces_ev_per_a": [[-1.5, -1.0, 0.1], [-0.1, 1.7, 0.6], [-0.6, -1.5, -0.8], [0.3, -1.5, 0.9], [0.1, 0.3, 0.0], [0.4, 0.0, -0.2], [0.9, 0.1, -0.3], [0.2, 0.2, -0.1], [0.3, 0.5, 0.4], [0.0, 0.2, 0.2], [0.1, 0.3, -0.1], [0.0, 0.2, -0.4], [-0.1, 0.4, -0.2], [0.8, -0.5, -0.2], [-0.7, 0.2, 0.0], [-0.1, 0.3, 0.1], [-0.5, 0.4, 0.3], [0.4, -0.2, -0.3], [0.2, -0.3, -0.2]]
}

***

Entry 4:
{
  "formula": "C3H13NO2S",
  "method": "the ωB97M-V functional and the def2-TZVPD basis",
  "smiles": "CNCCS.O.O",
  "de_lowest_kj_mol": 212.0,
  "gap_ev": 9.239,
  "homo_energy_ev": -8.55,
  "e_lumo_ev": 0.689,
  "elements": ["C", "N", "C", "C", "S", "H", "H", "H", "H", "H", "H", "H", "H", "H", "O", "H", "H", "O", "H", "H"],
  "coordinates": [[-0.569, -2.134, -1.456], [-1.031, -0.750, -1.045], [-0.748, -0.532, 0.402], [-0.619, 0.957, 0.715], [1.172, 1.316, 0.684], [-1.325, -2.560, -2.169], [-0.425, -2.775, -0.587], [0.174, -2.087, -2.250], [-0.714, -0.130, -1.780], [-1.405, -1.173, 0.987], [0.258, -1.101, 0.362], [-1.109, 1.625, -0.013], [-0.851, 1.308, 1.709], [1.318, 0.498, -0.361], [-1.862, 1.454, -2.777], [-1.964, 2.396, -2.881], [-1.951, 0.978, -1.947], [2.268, -1.457, 3.005], [2.404, -0.842, 2.269], [3.144, -1.528, 3.397]],
  "forces_ev_per_a": [[-2.3, 1.1, -1.8], [-0.9, -1.8, -0.5], [2.1, -1.3, -2.3], [1.0, 0.0, 0.0], [0.2, 0.3, -0.3], [-0.2, -0.1, 1.3], [0.3, 0.0, -0.4], [1.3, 0.1, 0.9], [0.6, 0.4, 0.9], [-0.4, 0.5, 0.1], [-1.0, 1.3, 1.8], [0.0, -0.5, 0.3], [-0.7, -0.4, 0.3], [0.5, 0.2, -0.2], [0.5, -1.0, -1.5], [-0.2, 0.1, 1.1], [-0.7, 1.0, 0.3], [0.2, 0.2, -0.2], [-0.3, 0.0, 0.1], [-0.1, -0.1, 0.1]]
}